{"formula": "C21H53F3NO8S7", "method": "ωB97M-V/def2-TZVPD", "symbols": ["C", "C", "O", "C", "N", "C", "C", "C", "F", "C", "F", "F", "H", "H", "H", "H", "H", "H", "H", "H", "H", "H", "H", "C", "S", "O", "C", "H", "H", "H", "H", "H", "H", "C", "S", "O", "C", "H", "H", "H", "H", "H", "H", "C", "S", "O", "C", "H", "H", "H", "H", "H", "H", "C", "S", "O", "C", "H", "H", "H", "H", "H", "H", "C", "S", "O", "C", "H", "H", "H", "H", "H", "H", "C", "S", "O", "C", "H", "H", "H", "H", "H", "H", "C", "S", "O", "C", "H", "H", "H", "H", "H", "H"], "xyz": [[-2.804688, -3.624623, -3.208780], [-1.817929, -4.936062, -3.038905], [-0.412725, -4.609800, -2.749977], [-0.274867, -3.405424, -1.916660], [1.095283, -3.301585, -1.214565], [1.094595, -2.046848, -0.317327], [0.603046, -2.566181, 1.168586], [1.187034, -1.692993, 2.426356], [2.321593, -2.296609, 3.220183], [0.690513, -0.374792, 2.905397], [-0.289215, -0.374623, 4.055285], [1.140255, 0.943147, 2.352568], [-2.274011, -2.898001, -3.961148], [-3.823739, -4.015253, -3.637518], [-3.034836, -3.076916, -2.181504], [-2.218399, -5.626469, -2.181820], [-1.840072, -5.491294, -4.094540], [-1.068319, -3.391915, -1.027654], [-0.339753, -2.447981, -2.601118], [0.259540, -1.309168, -0.727381], [2.169117, -1.583006, -0.336512], [1.055622, -3.664402, 1.288980], [-0.560661, -2.700550, 1.150940], [-1.539798, -1.557243, 8.189901], [-0.944480, -2.678253, 6.900549], [-1.501917, -4.039349, 7.193849], [0.783950, -2.671535, 7.434900], [-2.620130, -1.439667, 8.076768], [-1.322136, -1.973367, 9.176375], [-1.057153, -0.583612, 8.078266], [0.856924, -3.018371, 8.468416], [1.188827, -1.660487, 7.348607], [1.350750, -3.344060, 6.786639], [6.776196, -1.156375, 5.429601], [7.135876, -1.468098, 3.684048], [8.269367, -0.568662, 3.289640], [5.610597, -0.732021, 3.047841], [7.621940, -1.505666, 6.026637], [6.632802, -0.086152, 5.596119], [5.877732, -1.705357, 5.720716], [5.539823, 0.311857, 3.362618], [4.751060, -1.295214, 3.418785], [5.630270, -0.780344, 1.956478], [1.084252, 2.173114, -3.246223], [1.483995, 1.744238, -1.534567], [0.876520, 0.402353, -1.252319], [0.417264, 2.994319, -0.777980], [1.616724, 1.487681, -3.909847], [0.008904, 2.077373, -3.413929], [1.406491, 3.196692, -3.450709], [-0.616621, 2.847382, -1.099334], [0.761812, 3.990507, -1.065182], [0.476818, 2.890795, 0.308082], [-6.337890, -4.794124, -7.124863], [-5.091470, -3.483846, -7.069129], [-4.123685, -3.828343, -5.976399], [-6.199133, -2.203564, -6.431162], [-5.858987, -5.715323, -7.465133], [-6.759271, -4.951441, -6.129195], [-7.127384, -4.517082, -7.827224], [-6.629114, -2.522176, -5.478598], [-6.993400, -2.013276, -7.156781], [-5.621727, -1.288470, -6.279505], [-4.463330, 2.634597, 6.660824], [-4.445304, 0.889917, 6.182010], [-4.574201, 0.076933, 7.435719], [-2.705756, 0.853358, 5.686353], [-5.456747, 2.879769, 7.043908], [-3.719686, 2.815689, 7.440482], [-4.250172, 3.254940, 5.787267], [-2.071517, 1.145302, 6.526761], [-2.551397, 1.533455, 4.845383], [-2.453303, -0.164249, 5.378881], [-1.131995, 6.001563, -4.884416], [-0.732253, 5.572686, -3.172760], [-1.339727, 4.230802, -2.890512], [-1.798985, 6.822768, -2.416173], [-0.599524, 5.316129, -5.548039], [-2.207344, 5.905822, -5.052121], [-0.809758, 7.025141, -5.088901], [-2.832870, 6.675832, -2.737527], [-1.454436, 7.818956, -2.703375], [-1.739431, 6.719244, -1.330111], [4.810202, 1.855485, -4.880832], [5.146170, 3.012870, -3.531357], [3.955568, 3.916126, -3.405107], [6.439193, 3.935041, -4.397807], [3.996436, 1.193082, -4.576286], [4.514225, 2.403828, -5.778263], [5.703877, 1.260336, -5.082106], [6.041733, 4.353984, -5.325326], [7.278388, 3.270197, -4.615347], [6.779963, 4.746910, -3.750862]], "forces_ev_per_a": [[0.1, -0.5, 0.3], [-0.5, 0.5, -0.3], [-1.3, 1.1, 0.6], [1.3, 1.0, 1.7], [-1.9, 1.3, 0.2], [-1.5, -1.7, -1.2], [1.3, -0.4, -0.1], [-1.4, 3.5, 0.8], [-1.5, 0.7, -1.2], [2.3, -5.4, -1.7], [1.8, 2.2, -2.3], [-2.3, -2.4, 2.4], [-1.3, -1.3, 1.5], [2.1, 0.9, 0.7], [0.7, -1.2, -2.2], [0.6, 1.1, -1.6], [0.2, 1.0, 2.4], [1.0, 0.0, -2.1], [-0.4, -1.6, 1.2], [2.0, -1.5, 1.2], [-2.2, -0.8, 0.4], [-0.9, 2.1, 0.0], [2.1, 0.5, 0.1], [-0.1, -0.1, 0.2], [-0.1, -0.3, 0.0], [0.3, 0.6, 0.1], [0.1, -0.1, 0.0], [0.1, 0.0, -0.1], [0.0, -0.1, -0.1], [0.0, -0.1, -0.1], [-0.1, 0.0, 0.0], [-0.1, -0.1, -0.1], [-0.2, 0.1, 0.0], [0.0, 0.1, 0.1], [0.0, 0.4, -0.2], [-0.4, -0.2, 0.3], [0.0, 0.0, 0.0], [-0.1, 0.0, -0.2], [0.0, -0.1, -0.1], [0.1, 0.0, -0.1], [0.1, -0.1, 0.0], [0.0, 0.0, -0.1], [0.1, -0.1, 0.2], [-0.2, 0.0, -0.2], [-0.2, -0.3, 0.1], [0.3, 1.7, -0.6], [-0.2, 0.0, 0.2], [0.0, 0.0, 0.2], [0.1, 0.0, 0.1], [0.1, -0.1, 0.1], [0.2, 0.0, 0.0], [0.0, -0.1, 0.0], [0.2, -0.2, -0.1], [-0.1, -0.1, 0.1], [0.4, -0.2, 0.5], [-0.8, 0.2, -0.8], [-0.1, 0.1, 0.1], [0.0, 0.2, 0.0], [0.1, 0.1, 0.0], [0.1, 0.0, 0.0], [0.1, 0.0, -0.1], [0.1, 0.0, 0.0], [0.0, -0.2, -0.1], [0.0, 0.1, 0.1], [0.2, -0.2, 0.2], [0.1, 0.4, -0.4], [0.0, -0.1, 0.0], [0.1, -0.1, -0.1], [0.0, -0.1, -0.1], [0.0, -0.1, 0.0], [-0.1, 0.0, 0.0], [0.0, -0.1, 0.0], [-0.1, 0.1, 0.0], [-0.1, 0.0, -0.1], [-0.3, -0.5, 0.1], [0.0, 1.0, -0.4], [-0.1, 0.0, 0.0], [0.0, 0.0, 0.2], [0.1, 0.0, 0.1], [0.0, -0.1, 0.1], [0.1, -0.1, 0.0], [0.0, -0.1, 0.0], [0.1, -0.1, -0.2], [-0.1, 0.0, -0.1], [-0.4, 0.2, 0.1], [0.6, -0.3, -0.3], [0.0, 0.1, -0.1], [0.1, 0.1, 0.1], [0.0, 0.1, 0.1], [0.0, 0.1, 0.1], [-0.1, -0.1, 0.1], [-0.1, 0.0, 0.1], [-0.1, -0.2, 0.0]], "lowdin_charge": [-0.15, -0.25, -0.22, -0.32, -0.05, -0.31, -0.16, -0.25, -0.19, -0.01, -0.10, -0.07, 0.08, 0.05, 0.08, 0.12, 0.13, 0.12, 0.13, 0.08, 0.11, 0.11, 0.10, -0.28, 0.81, -0.56, -0.27, 0.03, 0.05, 0.04, 0.05, 0.05, 0.05, -0.28, 0.80, -0.58, -0.26, 0.04, 0.05, 0.05, 0.06, 0.04, 0.06, -0.28, 0.84, -0.57, -0.27, 0.04, 0.05, 0.03, 0.04, 0.03, 0.04, -0.28, 0.82, -0.56, -0.27, 0.05, 0.06, 0.05, 0.06, 0.05, 0.05, -0.28, 0.82, -0.57, -0.28, 0.04, 0.05, 0.05, 0.05, 0.06, 0.04, -0.27, 0.81, -0.55, -0.27, 0.05, 0.06, 0.05, 0.06, 0.05, 0.05, -0.26, 0.82, -0.57, -0.28, 0.04, 0.06, 0.05, 0.05, 0.05, 0.05], "lumo_energy_ev": 1.39, "e_tot_ev": -124488.5789, "charge": -1, "orbital_gap_ev": 3.273, "spin_multiplicity": 1}